# 1
A cluster of 11 separate species, C49H72F10N2O32P in total, computed with the ωB97M-V functional and the def2-TZVPD basis.

Summary:
HOMO energy: -10.821 eV
electronic energy: -156939.7136 eV
LUMO: -0.062 hartree
2S+1: 1
charge: +1
orbital gap: 9.13 eV

Each line ends with the Löwdin charge.
Element x y z (Å)
C: 6.207143 3.296802 0.664520  -0.144
C: 6.247546 2.354520 -0.565830  -0.408
P: 5.959672 0.664934 0.060216  1.047
C: 4.278364 0.568157 0.841995  -0.394
C: 4.468341 -0.048399 2.244234  -0.154
C: 5.896836 -0.457449 -1.448312  -0.329
N: 5.359265 -1.812501 -1.065453  0.116
C: 4.179429 -2.390231 -1.807986  -0.212
C: 2.880566 -2.285921 -1.031033  -0.160
C: 1.825129 -3.276701 -1.557008  -0.175
C: 0.843467 -3.612635 -0.441812  -0.201
C: -0.395001 -4.341310 -0.977964  -0.189
C: -1.359281 -3.321603 -1.610383  -0.188
C: -2.387080 -2.702957 -0.650180  -0.177
C: -2.317446 -1.173984 -0.702871  -0.218
C: -3.524691 -0.450540 -0.119368  -0.175
C: -3.334867 1.076381 -0.187188  -0.144
C: -4.341813 1.815531 -1.067954  -0.225
O: -4.823408 0.987435 -2.109447  -0.202
C: -5.400619 1.726087 -3.169473  -0.094
C: 4.010067 -1.809501 -3.229308  -0.133
O: 5.061086 -0.970180 -3.651881  -0.061
C: 5.260012 0.097278 -2.722119  -0.399
N: 4.095094 0.897765 -2.481446  0.107
H: 5.583227 4.159286 0.442890  0.062
H: 7.200369 3.640202 0.938967  0.080
H: 5.765718 2.807311 1.531756  0.030
H: 7.226371 2.405253 -1.036664  0.079
H: 5.500506 2.689180 -1.282647  0.061
H: 3.850459 1.569039 0.905104  0.084
H: 3.556490 -0.021539 0.274065  0.040
H: 4.825592 0.725897 2.914728  0.044
H: 3.577455 -0.547769 2.616760  0.074
H: 5.273769 -0.781133 2.173577  0.046
H: 6.949671 -0.619153 -1.669747  0.114
H: 6.124359 -2.494632 -1.177193  0.107
H: 5.132440 -1.823985 -0.070373  0.139
H: 4.395303 -3.453612 -1.907021  0.150
H: 3.046672 -2.508349 0.028141  0.124
H: 2.473839 -1.275676 -1.124047  0.097
H: 2.349117 -4.178344 -1.882369  0.127
H: 1.279023 -2.844223 -2.393893  0.098
H: 0.500198 -2.663027 -0.019300  0.114
H: 1.314642 -4.206026 0.343419  0.116
H: -0.152066 -5.130706 -1.685864  0.104
H: -0.879933 -4.819221 -0.124505  0.110
H: -1.843339 -3.782142 -2.467034  0.101
H: -0.755697 -2.482915 -1.969851  0.078
H: -3.395810 -3.028264 -0.904409  0.100
H: -2.199819 -3.027536 0.375784  0.117
H: -1.442762 -0.852172 -0.127143  0.119
H: -2.186335 -0.867490 -1.744655  0.088
H: -4.420271 -0.771318 -0.645870  0.111
H: -3.633435 -0.762897 0.920753  0.117
H: -2.313142 1.309717 -0.490449  0.076
H: -3.439831 1.478221 0.821163  0.109
H: -3.841529 2.686407 -1.511868  0.121
H: -5.142809 2.200803 -0.434690  0.091
H: -4.636991 2.003140 -3.899281  0.081
H: -5.905054 2.617979 -2.794323  0.087
H: -6.140436 1.089807 -3.649172  0.089
H: 3.037031 -1.318846 -3.275301  0.099
H: 3.961434 -2.633472 -3.936344  0.146
H: 6.011636 0.739185 -3.179518  0.154
H: 3.637208 1.145879 -3.346506  0.105
H: 3.439946 0.486699 -1.833097  0.055
C: 6.229206 3.353014 6.264277  -0.034
C: 5.288275 3.333792 5.078575  -0.304
O: 6.008892 2.556747 4.127598  0.093
C: 6.819182 1.714630 4.835766  -0.552
O: 7.359925 0.768737 4.368566  0.170
O: 6.902516 2.095893 6.121527  0.084
F: 5.076891 4.568026 4.567321  0.081
H: 6.948926 4.167752 6.180310  0.149
H: 5.722639 3.406643 7.222989  0.144
H: 4.324276 2.859830 5.270756  0.175
C: -4.312307 5.433581 2.429005  -0.041
C: -4.381634 5.454014 0.919793  -0.306
O: -3.058060 5.079858 0.555336  0.128
C: -2.546126 4.324860 1.562555  -0.564
O: -1.564792 3.664414 1.478932  0.161
O: -3.315910 4.430674 2.667356  0.077
F: -4.640862 6.694802 0.432512  0.076
H: -3.962302 6.391117 2.817254  0.146
H: -5.251332 5.163445 2.901719  0.133
H: -5.080303 4.745240 0.490572  0.139
C: -5.534486 -6.808190 -2.364026  -0.040
C: -5.187448 -5.358277 -2.612417  -0.300
O: -3.805509 -5.319759 -2.287103  0.103
C: -3.294273 -6.566361 -2.504191  -0.545
O: -2.138222 -6.813719 -2.564536  0.181
O: -4.291999 -7.463583 -2.648718  0.086
F: -5.859547 -4.517174 -1.788289  0.074
H: -5.802102 -6.976610 -1.319560  0.149
H: -6.325498 -7.170657 -3.009060  0.117
H: -5.326637 -5.029470 -3.642693  0.175
C: 10.119220 -3.699225 -2.740259  -0.018
C: 9.144539 -4.211975 -3.781041  -0.295
O: 8.049691 -4.647314 -2.968930  0.158
C: 8.075604 -3.935914 -1.832877  -0.543
O: 7.173151 -3.899573 -1.039616  0.137
O: 9.226201 -3.273711 -1.692113  0.094
F: 9.625244 -5.256590 -4.474957  0.103
H: 10.754812 -4.501039 -2.365626  0.152
H: 10.731924 -2.870482 -3.079586  0.146
H: 8.780843 -3.456390 -4.479099  0.177
C: -9.650995 3.083256 1.653642  -0.033
C: -9.276179 4.504807 1.299451  -0.293
O: -7.872383 4.514929 1.530053  0.128
C: -7.421335 3.242995 1.361951  -0.540
O: -6.270001 2.960742 1.250265  0.147
O: -8.438550 2.374657 1.330141  0.101
F: -9.865966 5.414567 2.111836  0.079
H: -9.853561 2.983422 2.717458  0.134
H: -10.489057 2.692631 1.088704  0.133
H: -9.465465 4.786237 0.262855  0.176
C: 6.488030 6.652476 -1.227438  -0.066
C: 6.798640 8.128492 -1.352169  -0.314
O: 8.199475 8.154249 -1.150289  0.137
C: 8.706929 6.947414 -1.531688  -0.546
O: 9.849129 6.714344 -1.710322  0.195
O: 7.698039 6.047125 -1.682801  0.058
F: 6.190563 8.863358 -0.392971  0.081
H: 6.311463 6.379090 -0.186087  0.130
H: 5.645766 6.334030 -1.836170  0.140
H: 6.568810 8.561900 -2.326803  0.174
C: -0.349360 1.070626 -2.405805  -0.042
C: -1.430833 0.975965 -3.459461  -0.306
O: -0.771546 0.267479 -4.501824  0.152
C: 0.188592 -0.505277 -3.943442  -0.555
O: 0.741812 -1.403955 -4.482345  0.175
O: 0.420703 -0.115783 -2.659757  0.031
F: -1.807901 2.190564 -3.914174  0.087
H: 0.274392 1.951002 -2.567753  0.147
H: -0.729234 1.069114 -1.387480  0.108
H: -2.317771 0.418061 -3.153953  0.153
C: -13.941186 4.065132 4.935820  -0.038
C: -12.484493 4.478464 4.934771  -0.307
O: -11.886209 3.454364 4.152802  0.112
C: -12.833176 2.968487 3.302739  -0.549
O: -12.606990 2.284328 2.361388  0.175
O: -14.057395 3.387575 3.678206  0.084
F: -11.940384 4.468433 6.171081  0.085
H: -14.147693 3.365774 5.746474  0.147
H: -14.633257 4.900100 4.984548  0.142
H: -12.282782 5.443599 4.467559  0.174
C: -10.948214 -7.380869 -3.593404  -0.040
C: -9.847618 -7.789151 -2.636493  -0.309
O: -8.679483 -7.422527 -3.355642  0.104
C: -9.009271 -6.389709 -4.185171  -0.552
O: -8.216350 -5.696260 -4.724808  0.184
O: -10.348360 -6.274895 -4.280175  0.083
F: -9.829124 -9.120554 -2.405959  0.084
H: -11.164021 -8.180014 -4.303077  0.147
H: -11.863644 -7.069766 -3.099451  0.142
H: -9.858848 -7.264393 -1.679853  0.175
C: 8.597924 -2.808633 6.745502  -0.053
C: 8.879874 -1.323037 6.681123  -0.315
O: 10.272185 -1.270741 6.933594  0.134
C: 10.818183 -2.449995 6.521097  -0.549
O: 11.971777 -2.644918 6.363290  0.190
O: 9.838732 -3.364953 6.304966  0.069
F: 8.221357 -0.634330 7.646549  0.072
H: 8.396622 -3.124705 7.770139  0.144
H: 7.785820 -3.125698 6.097433  0.137
H: 8.670240 -0.861235 5.715384  0.152

Atoms 1-2, force components in eV/Å:
C -0.05 -0.15 -0.20
C -0.54 0.47 0.10

***

# 2
A structure of composition C49H76B3F3HgN4O31S, computed with the ωB97M-V functional and the def2-TZVPD basis.

Summary:
HOMO energy: -4.569 eV
electronic energy: -146679.1698 eV
LUMO: 0.108 hartree
2S+1: 1
charge: -2
orbital gap: 7.50 eV

Each line ends with the Löwdin charge.
Element x y z (Å)
Hg: -14.186700 -14.552809 -15.492780  1.296
O: -11.134067 -15.028031 -7.226423  0.048
C: -11.557584 -14.811893 -8.416177  -0.336
O: -11.546532 -15.705777 -9.351997  0.242
B: -12.476524 -15.229864 -10.388803  -0.848
O: -12.852546 -13.822447 -10.059972  0.203
C: -12.343685 -13.541545 -8.842092  -0.317
O: -12.378116 -12.469949 -8.243745  0.139
O: -13.692828 -16.070800 -10.396652  0.253
C: -14.074129 -16.200770 -11.631173  -0.376
O: -15.169226 -16.616226 -11.979514  0.143
C: -12.954151 -15.645731 -12.562998  -0.337
O: -12.024454 -15.122944 -11.798415  0.248
O: -12.947909 -15.732192 -13.776920  0.037
O: -13.967811 -10.228936 -8.198540  0.161
C: -14.761142 -10.451875 -9.062694  -0.358
O: -14.607293 -11.453758 -9.945749  0.204
B: -15.768774 -11.417133 -10.851627  -0.802
O: -16.476148 -10.119451 -10.534127  0.252
C: -15.906406 -9.550939 -9.590516  -0.452
O: -16.262864 -8.495680 -9.071240  0.096
O: -15.080927 -11.555369 -12.148211  0.211
C: -15.392917 -12.827730 -12.603888  -0.199
O: -15.016093 -13.456965 -13.640396  0.005
C: -16.529994 -13.413337 -11.734344  -0.366
O: -16.778881 -12.547096 -10.771854  0.223
O: -17.116182 -14.475948 -11.900268  0.138
O: -12.587512 -7.995433 -10.931234  0.094
C: -12.063840 -8.938753 -11.585759  -0.288
O: -12.066534 -9.095938 -12.937443  0.188
B: -11.535890 -10.458822 -13.270806  -0.873
O: -10.994246 -10.945173 -11.975538  0.217
C: -11.351387 -10.173150 -10.968625  -0.339
O: -11.200614 -10.433084 -9.764660  0.136
O: -10.577915 -10.335215 -14.364345  0.302
C: -10.779604 -11.128288 -15.257250  -0.459
O: -10.149587 -11.298747 -16.290675  0.108
C: -12.133618 -11.903946 -14.885923  -0.292
O: -12.566459 -11.319121 -13.806588  0.269
O: -12.663080 -12.869173 -15.428893  0.030
C: -17.634004 -17.116958 -16.692826  -0.516
F: -17.151386 -18.366212 -16.523422  0.102
F: -17.467696 -16.572436 -17.941049  0.100
F: -18.950896 -17.101267 -16.265278  0.085
S: -16.626311 -16.081383 -15.361919  0.531
O: -16.402499 -14.729554 -15.863538  -0.391
O: -17.451866 -16.140575 -14.113894  -0.282
O: -15.309454 -16.606679 -15.267168  -0.358
C: -6.154612 -14.001724 -15.888039  -0.077
C: -6.893460 -13.513144 -14.678054  -0.437
C: -8.338418 -14.192373 -14.876281  -0.106
C: -9.225634 -14.099045 -13.608465  -0.151
C: -8.447661 -14.581116 -12.359423  -0.100
C: -7.019421 -13.902450 -12.178947  -0.481
N: -6.252315 -14.024015 -13.406339  -0.111
O: -4.913070 -13.605532 -13.331114  -0.025
C: -7.113609 -12.483871 -11.621089  -0.032
C: -6.356814 -14.831525 -11.097952  -0.049
C: -7.013277 -11.934153 -14.678395  -0.006
H: -5.977870 -15.072571 -15.988796  0.080
H: -5.173260 -13.527499 -15.874846  0.074
H: -6.633801 -13.750916 -16.834381  0.083
H: -8.894347 -13.619035 -15.618118  0.094
H: -8.090820 -15.248019 -14.987637  0.111
H: -10.141748 -14.689186 -13.632133  0.092
H: -9.579479 -13.080854 -13.446605  0.097
H: -8.288414 -15.655763 -12.270748  0.112
H: -9.074994 -14.358967 -11.496167  0.116
H: -6.233307 -11.843229 -11.673489  0.080
H: -7.862184 -11.890008 -12.145557  0.066
H: -7.521700 -12.517945 -10.610938  0.090
H: -6.048134 -15.749556 -11.597994  0.075
H: -5.403571 -14.482966 -10.700546  0.066
H: -7.011021 -14.905668 -10.229261  0.084
H: -6.868863 -11.495205 -15.665599  0.077
H: -6.354448 -11.451865 -13.956288  0.069
H: -8.022312 -11.581122 -14.465502  0.056
H: -4.298450 -14.305531 -13.563158  0.097
C: -11.400316 -16.579545 -18.986410  0.001
C: -11.561661 -15.494381 -17.798466  -0.434
C: -10.496231 -14.395333 -18.081525  -0.116
C: -10.919686 -13.479009 -19.278049  -0.175
C: -12.330804 -12.932090 -19.106992  -0.118
C: -13.435912 -14.023531 -18.854369  -0.452
N: -12.980454 -14.945378 -17.755718  -0.069
O: -14.015992 -15.919192 -17.504761  -0.092
C: -14.695334 -13.253706 -18.387987  -0.050
C: -13.764165 -14.636600 -20.224229  -0.035
C: -11.240167 -16.093243 -16.455892  -0.040
H: -11.165458 -16.099067 -19.936188  0.061
H: -12.226740 -17.287265 -19.051700  0.052
H: -10.528885 -17.183373 -18.733241  0.079
H: -10.583556 -13.745630 -17.210690  0.091
H: -9.507682 -14.817438 -18.262337  0.126
H: -10.801059 -13.924613 -20.265705  0.093
H: -10.109481 -12.752770 -19.212885  0.109
H: -12.413421 -12.517406 -20.111638  0.113
H: -12.468999 -12.129608 -18.382415  0.116
H: -14.859787 -12.470560 -19.128082  0.090
H: -15.618164 -13.783144 -18.150988  0.072
H: -14.570383 -12.671417 -17.475072  0.054
H: -12.915566 -14.896189 -20.857152  0.068
H: -14.257148 -15.572601 -19.961585  0.074
H: -14.418937 -14.105189 -20.914863  0.087
H: -11.861900 -16.952757 -16.205321  0.061
H: -11.518746 -15.321002 -15.738858  0.053
H: -10.207471 -16.348157 -16.217884  0.097
H: -13.895189 -16.692549 -18.060562  0.072
C: -18.354880 -10.715522 -14.996218  0.001
C: -17.550240 -10.319567 -16.295758  -0.461
C: -18.273085 -9.097748 -16.856391  -0.171
C: -17.892846 -7.653805 -16.491422  -0.163
C: -16.322395 -7.660001 -16.588471  -0.115
C: -15.523044 -8.785085 -15.770395  -0.542
N: -16.097778 -10.046398 -16.087955  -0.115
O: -15.520196 -11.179525 -15.580859  0.002
C: -14.107513 -8.715681 -16.208269  -0.007
C: -15.782555 -8.360551 -14.373524  -0.026
C: -17.794333 -11.408568 -17.316107  -0.045
H: -17.687384 -11.267760 -14.334721  0.075
H: -19.201686 -11.354144 -15.247574  0.083
H: -18.760163 -9.842151 -14.485270  0.076
H: -18.379311 -9.079484 -17.941047  0.109
H: -19.325622 -9.016769 -16.584922  0.109
H: -18.200566 -7.285369 -15.512822  0.097
H: -18.352306 -6.927080 -17.161399  0.100
H: -15.939966 -6.689870 -16.271129  0.106
H: -16.001751 -7.788397 -17.622298  0.104
H: -13.330856 -9.421137 -15.912922  0.081
H: -14.165117 -8.834831 -17.290210  0.086
H: -13.757487 -7.712344 -15.965599  0.098
H: -15.371561 -7.392101 -14.088421  0.101
H: -16.792875 -8.324628 -13.966008  0.087
H: -15.358862 -9.103707 -13.698014  0.084
H: -17.271266 -11.239855 -18.257407  0.084
H: -18.848460 -11.398215 -17.593246  0.083
H: -17.551574 -12.343219 -16.810548  0.075
H: -15.537712 -10.950694 -14.648700  0.070
C: -14.145475 -20.988133 -14.738677  -0.007
C: -12.781678 -20.430356 -15.351553  -0.457
C: -11.797968 -21.590803 -15.087632  -0.140
C: -12.004667 -22.724658 -16.141636  -0.199
C: -11.856692 -22.191737 -17.579963  -0.131
C: -12.864741 -21.023690 -17.927507  -0.462
N: -12.781063 -20.046282 -16.779338  -0.057
O: -13.678291 -18.931674 -16.995260  -0.024
C: -12.180334 -20.405412 -19.120866  -0.074
C: -14.294343 -21.539589 -18.379529  -0.014
C: -12.249597 -19.165951 -14.629552  -0.028
H: -14.128494 -21.053476 -13.650775  0.088
H: -14.484260 -21.895672 -15.238375  0.062
H: -14.858144 -20.171586 -14.854645  0.074
H: -10.728531 -21.389731 -15.024633  0.117
H: -12.065966 -22.184978 -14.213998  0.109
H: -12.945461 -23.250511 -15.978902  0.095
H: -11.228715 -23.454214 -15.909807  0.101
H: -11.929106 -23.043985 -18.255639  0.113
H: -10.844276 -21.791104 -17.529093  0.113
H: -11.258476 -19.937601 -18.775257  0.083
H: -11.925350 -20.963484 -20.021775  0.089
H: -12.864399 -19.616521 -19.433613  0.066
H: -14.807064 -21.763759 -17.444132  0.061
H: -14.921051 -20.854599 -18.950605  0.075
H: -14.315069 -22.479686 -18.930784  0.077
H: -13.020664 -18.398132 -14.692795  0.064
H: -11.362955 -18.678418 -15.034863  0.076
H: -12.014378 -19.262012 -13.569576  0.090
H: -14.534492 -19.356834 -17.083346  0.074

Atoms 1-2, force components in eV/Å:
Hg 0.63 0.43 0.36
O -1.28 1.01 -4.83